[1]
10 unconnected molecules or ions with the total composition C25H71ClN4O13 at a distorted geometry. Source: the OMol25 dataset; level of theory: the ωB97M-V functional and the def2-TZVPD basis.

Atoms and positions in Å:
O (-2.68840, -2.53326, 4.18616)
H (-1.89814, -2.84012, 3.73570)
H (-2.87215, -3.07803, 4.95497)
H (-3.44801, -2.58843, 3.60174)
Cl (0.55283, -0.48532, 2.08728)
O (1.02696, -1.84198, 1.78081)
O (1.54081, 0.18202, 2.77488)
O (0.29541, 0.29740, 0.88141)
O (-0.61503, -0.50038, 2.93933)
C (-2.68978, 2.19443, 2.29420)
O (-3.11514, 1.11452, 1.47463)
H (-1.96494, 2.80473, 1.75546)
H (-3.49192, 2.91123, 2.46992)
H (-2.22907, 1.94409, 3.24980)
H (-2.35914, 0.52662, 1.40799)
C (2.98066, -4.67954, 1.55528)
O (1.70920, -5.16828, 1.84757)
H (2.93172, -4.43221, 0.49484)
H (3.27693, -3.77864, 2.09260)
H (3.75264, -5.39594, 1.83618)
H (1.14685, -4.46368, 2.17758)
C (0.55709, 0.68169, 6.22804)
O (-0.58623, 0.98994, 5.47606)
H (0.45067, 1.00578, 7.26329)
H (0.76497, -0.37921, 6.08891)
H (1.30494, 1.30011, 5.73167)
H (-0.49894, 0.57929, 4.61273)
C (4.85435, -1.89692, 4.29413)
O (3.92799, -0.91049, 4.70913)
H (4.12801, -2.66049, 4.01574)
H (5.34902, -1.54083, 3.39047)
H (5.48162, -2.36453, 5.05306)
H (3.26820, -0.80038, 4.02055)
C (-2.57569, -2.38849, 0.31002)
C (-2.30409, -3.84257, 0.85426)
C (-1.55835, -4.73031, -0.27686)
O (-2.36374, -4.85523, -1.41206)
C (-1.83303, -5.78249, -2.38373)
N (-1.59889, -3.85262, 2.17539)
H (-3.34835, -1.87023, 0.87790)
H (-2.88798, -2.51658, -0.72640)
H (-1.67458, -1.77544, 0.32666)
H (-3.32262, -4.20228, 1.00019)
H (-1.19917, -5.66977, 0.14328)
H (-0.67927, -4.16587, -0.58783)
H (-0.88640, -5.58488, -2.88666)
H (-2.44785, -5.76861, -3.28368)
H (-1.96501, -6.81723, -2.06751)
H (-0.74131, -3.32641, 2.08735)
H (-1.28928, -4.79418, 2.36955)
C (2.64003, 3.47408, 0.88358)
C (3.97640, 3.29891, 1.62238)
C (4.67785, 4.59800, 1.95385)
O (5.10935, 5.30967, 0.83782)
C (5.32976, 6.72606, 0.94152)
N (3.53210, 2.56751, 2.79947)
H (2.02427, 4.09467, 1.53459)
H (2.32521, 2.47571, 0.57987)
H (2.80016, 3.95457, -0.08161)
H (4.66640, 2.64509, 1.08897)
H (5.49068, 4.21681, 2.57199)
H (4.04890, 5.15018, 2.65215)
H (6.08233, 7.02101, 0.21027)
H (5.82873, 6.98347, 1.87579)
H (4.49982, 7.39142, 0.70362)
H (2.80161, 3.10401, 3.24517)
H (3.10926, 1.70829, 2.47846)
C (-0.33115, -1.77708, -2.66376)
C (0.95467, -2.26996, -1.97406)
C (1.78473, -3.13096, -2.90984)
O (2.79912, -3.66807, -1.98179)
C (3.58108, -4.63656, -2.68548)
N (1.66597, -1.06658, -1.66361)
H (-1.06228, -1.25578, -2.04586)
H (-0.91858, -2.64815, -2.95405)
H (-0.22695, -1.18731, -3.57448)
H (0.60303, -2.73589, -1.05354)
H (2.24569, -2.73068, -3.81284)
H (1.10750, -3.91081, -3.25809)
H (2.95158, -5.47762, -2.97609)
H (4.40562, -5.03305, -2.09300)
H (4.15293, -4.23430, -3.52171)
H (2.42269, -1.30751, -1.03958)
H (1.05327, -0.55023, -1.04873)
C (-4.81611, 3.14860, -3.86895)
C (-3.95890, 2.10715, -3.17422)
C (-3.19075, 1.49433, -4.40675)
C (-2.00906, 2.34882, -4.92204)
C (-1.13020, 2.54951, -3.69545)
C (-1.77428, 3.25750, -2.46065)
N (-2.99558, 2.50408, -2.12518)
O (-3.63923, 3.03451, -1.01249)
C (-0.70686, 3.11867, -1.40636)
C (-2.03513, 4.78372, -2.74665)
C (-4.88156, 1.02392, -2.60353)
H (-5.59420, 2.68900, -4.47842)
H (-4.35348, 3.91901, -4.48583)
H (-5.27505, 3.75684, -3.08952)
H (-2.79826, 0.50411, -4.17541)
H (-3.90772, 1.28313, -5.20012)
H (-2.26964, 3.26596, -5.45030)
H (-1.36105, 1.75140, -5.56335)
H (-0.20756, 3.09421, -3.89580)
H (-0.80865, 1.55329, -3.39174)
H (0.18926, 3.69238, -1.64282)
H (-1.02051, 3.67269, -0.52161)
H (-0.40702, 2.09066, -1.20295)
H (-1.17743, 5.42742, -2.55142)
H (-2.40993, 4.86113, -3.76725)
H (-2.83616, 5.19759, -2.13415)
H (-5.50252, 0.49870, -3.32923)
H (-5.50987, 1.44938, -1.82103)
H (-4.25981, 0.24997, -2.15349)
H (-3.65309, 2.32387, -0.36720)

Values from the calculation:
Charge   +1
Orbital gap (spin up / spin down)   6.64 / 3.30 eV
Spin multiplicity   2
Calculated total energy   -72153.6378 eV



[2]
A gas-phase ion, C4H8NO2 (charge -1) at a distorted geometry. Source: the OMol25 dataset; level of theory: the ωB97M-V functional and the def2-TZVPD basis.

Atoms and positions in Å:
N (0.47308, -1.35491, 1.17168)
C (0.03264, -0.35274, 0.22324)
C (-1.50964, -0.74315, -0.03230)
O (-2.35551, -1.14604, 0.77930)
C (0.28739, 1.12067, 0.27504)
C (0.94593, 1.53482, -1.09717)
O (1.98834, 0.73974, -1.35734)
H (0.15051, -2.30882, 1.26691)
H (0.82962, -0.90763, 2.03917)
H (0.55090, -0.64504, -0.77988)
H (-1.90673, -0.34977, -0.91925)
H (-0.72570, 1.71239, 0.53228)
H (1.11991, 1.29377, 0.95997)
H (1.06173, 2.83421, -1.13549)
H (0.00765, 1.74802, -1.75403)

Values from the calculation:
Charge   -1
Orbital gap   6.73 eV
Calculated total energy   -9860.1181 eV



[3]
2 unconnected molecules or ions with the total composition CClN3O2 at a distorted geometry. Source: the OMol25 dataset; level of theory: the ωB97M-V functional and the def2-TZVPD basis.

Atoms and positions in Å:
C (1.30294, -0.56972, 0.12723)
N (1.84917, -1.40414, -0.47076)
N (0.62998, 0.41969, 0.63365)
N (-1.37116, -0.05352, -0.00005)
O (-1.36985, -1.18520, 0.05611)
O (-1.93250, 0.91692, -0.26993)
Cl (0.89143, 1.87598, -0.07624)

Values from the calculation:
Charge   0
Orbital gap (spin up / spin down)   7.31 / 8.42 eV
Calculated total energy   -22117.6184 eV



[4]
A molecular structure, C36H58N2O7S6SiSr at a distorted geometry. Source: the OMol25 dataset; level of theory: the ωB97M-V functional and the def2-TZVPD basis.

Atoms and positions in Å:
Sr (0.35328, -1.97664, 0.40002)
C (-1.02802, -2.85394, -2.96988)
N (-1.09482, -3.85744, -1.92538)
C (-0.13362, -4.91154, -2.17788)
C (-2.42192, -4.43104, -1.79468)
C (-3.52932, -3.41664, -1.49838)
N (-3.27212, -2.64794, -0.30018)
C (-3.68402, -3.37184, 0.88162)
C (-3.89432, -1.34074, -0.34638)
H (-1.36102, -3.25484, -3.94518)
H (-0.00012, -2.51034, -3.05528)
H (-1.63422, -1.99604, -2.69538)
H (-0.32302, -5.42904, -3.13718)
H (-0.16992, -5.64684, -1.37588)
H (0.86908, -4.48954, -2.19258)
H (-2.37952, -5.15814, -0.97898)
H (-2.70002, -4.97294, -2.72438)
H (-4.48232, -3.98354, -1.42198)
H (-3.62242, -2.72594, -2.33798)
H (-4.76912, -3.59274, 0.86842)
H (-3.45422, -2.78094, 1.76472)
H (-3.13142, -4.30494, 0.96742)
H (-4.99632, -1.39624, -0.42238)
H (-3.50562, -0.75664, -1.17958)
H (-3.61912, -0.80784, 0.55932)
C (-0.94272, -0.43404, 3.59982)
C (-0.93792, 0.98946, 3.03492)
C (-1.88122, 1.86536, 3.86392)
C (0.47698, 1.56796, 3.09302)
O (-1.37382, 0.90456, 1.69852)
Si (-1.90342, 2.11276, 0.71762)
S (-1.96222, 1.41356, -1.19858)
O (-3.31352, 2.77926, 1.33032)
C (-4.67752, 2.68496, 1.05672)
C (-5.30162, 4.01596, 1.51742)
C (-4.96422, 2.49856, -0.43288)
C (-5.31742, 1.52606, 1.83972)
O (-0.85442, 3.35826, 1.04422)
C (-0.87622, 4.68766, 0.61972)
C (-1.69382, 4.87556, -0.66018)
C (-1.47062, 5.54336, 1.75252)
C (0.57938, 5.09826, 0.34832)
H (-0.85062, -0.42334, 4.68352)
H (-0.10562, -0.99724, 3.19072)
H (-1.86832, -0.93894, 3.32392)
H (-1.55232, 1.88876, 4.90202)
H (-2.88872, 1.45996, 3.81332)
H (-1.89212, 2.87506, 3.46672)
H (0.81868, 1.60536, 4.12512)
H (0.48488, 2.56526, 2.66372)
H (1.15128, 0.93546, 2.52212)
H (-4.81602, 4.83826, 0.99622)
H (-5.15712, 4.16036, 2.58622)
H (-6.36632, 4.04636, 1.29132)
H (-4.52222, 3.31196, -1.00088)
H (-6.03812, 2.47336, -0.60328)
H (-4.51092, 1.57796, -0.78428)
H (-5.12432, 1.63006, 2.90552)
H (-4.90082, 0.58146, 1.50382)
H (-6.39362, 1.52276, 1.67122)
H (-2.74392, 4.70346, -0.44728)
H (-1.38142, 4.13556, -1.39168)
H (-1.56012, 5.87916, -1.06228)
H (-2.46082, 5.16136, 1.98582)
H (-1.54202, 6.59046, 1.46102)
H (-0.85192, 5.46236, 2.64522)
H (0.98738, 4.46316, -0.43378)
H (1.18318, 4.96526, 1.24302)
H (0.62808, 6.13846, 0.03052)
O (0.98028, -9.10354, 2.32302)
C (0.89558, -7.92914, 2.04422)
S (2.02128, -7.07424, 1.00482)
C (1.34158, -5.43754, 1.16142)
C (0.22818, -5.33374, 1.92562)
S (-0.68132, -3.94374, 2.36442)
S (-0.38462, -6.85784, 2.59952)
S (2.17518, -4.20994, 0.30622)
O (1.71748, -1.26354, -1.28288)
S (3.05528, -1.21774, -0.69028)
C (4.15888, -1.50234, -2.23188)
C (3.97428, -0.55674, -3.34968)
C (5.02058, 0.24256, -3.81118)
C (4.81498, 1.17066, -4.81588)
C (3.56018, 1.32566, -5.37908)
C (2.51958, 0.52446, -4.94148)
C (2.72408, -0.41704, -3.95198)
C (3.40338, 0.60106, -0.59418)
C (4.82718, 0.87286, -0.29638)
C (5.59558, 1.71646, -1.09558)
C (6.93368, 1.93506, -0.81678)
C (7.52738, 1.31646, 0.27052)
C (6.76878, 0.48766, 1.08242)
C (5.43438, 0.26886, 0.80272)
H (3.88108, -2.52144, -2.49538)
H (5.17758, -1.49764, -1.84698)
H (6.00938, 0.12936, -3.38468)
H (5.64068, 1.78036, -5.15748)
H (3.39658, 2.06076, -6.15538)
H (1.53758, 0.63746, -5.37278)
H (1.90598, -1.03064, -3.60818)
H (2.74258, 0.91576, 0.21032)
H (3.06648, 1.02576, -1.53668)
H (5.13278, 2.21106, -1.93868)
H (7.51658, 2.59476, -1.44968)
H (8.57278, 1.48696, 0.48982)
H (7.22548, 0.01276, 1.93812)
H (4.84558, -0.37114, 1.43952)
O (2.68818, -1.69014, 3.41852)
C (2.84288, -1.64564, 2.21952)
O (2.16858, -0.98794, 1.37342)
H (3.71028, -2.21084, 1.75442)

Values from the calculation:
Charge   -2
Orbital gap   5.02 eV
Calculated total energy   -129321.3419 eV



[5]
C5H9OP in the gas phase at a distorted geometry. Source: the OMol25 dataset; level of theory: the ωB97M-V functional and the def2-TZVPD basis.

Atoms and positions in Å:
C (-0.39284, -3.65714, -0.44553)
P (0.37274, -2.39479, -1.20880)
C (-0.13759, -0.86334, 0.29574)
O (-0.18884, -1.30519, 1.37264)
C (-0.29852, 0.53292, -0.19168)
C (-0.60131, 1.61422, 0.92226)
C (1.10685, 0.71893, -0.84644)
H (-0.42204, -4.57731, -1.00997)
H (-0.88119, -3.64712, 0.60564)
H (-1.00292, 0.43853, -1.06670)
H (0.26242, 1.66245, 1.70052)
H (-1.48540, 1.34143, 1.54892)
H (-0.72273, 2.65818, 0.68189)
H (1.87258, 1.07131, -0.19747)
H (1.02311, 1.42374, -1.68493)
H (1.33606, -0.29976, -1.15242)

Values from the calculation:
Charge   0
Orbital gap   8.47 eV
Calculated total energy   -16664.5767 eV



[6]
A molecular structure, C44H33I2N2OP2PdS4. Source: the OMol25 dataset; level of theory: the ωB97M-V functional and the def2-TZVPD basis.

Atoms and positions in Å:
Pd (-0.98571, 1.09987, 0.25056)
O (-3.42073, -2.32387, 1.66799)
S (-2.63314, -1.31138, 0.92622)
C (-2.26994, -2.07123, -0.67977)
C (-2.88871, -3.30220, -0.84032)
C (-2.77992, -3.99442, -2.03762)
C (-2.04915, -3.45607, -3.08070)
C (-1.42697, -2.22896, -2.91808)
C (-1.53398, -1.50141, -1.72726)
P (-0.65236, 0.09746, -1.73661)
C (0.88862, -0.34405, -2.56199)
C (1.60996, -1.45282, -2.11535)
C (2.71732, -1.89011, -2.81659)
C (3.11754, -1.22711, -3.97297)
C (2.40698, -0.12551, -4.41932)
C (1.29474, 0.31933, -3.71777)
C (-1.46054, 1.21249, -2.91421)
C (-2.43924, 0.77922, -3.80307)
C (-2.99027, 1.67299, -4.71087)
C (-2.55466, 2.98904, -4.74761)
C (-1.57258, 3.42019, -3.86561)
C (-1.03311, 2.53965, -2.94371)
C (-1.01768, -1.26694, 1.68846)
C (-0.11856, -2.28745, 1.34866)
C (1.09789, -2.39236, 1.97968)
C (1.44086, -1.46188, 2.95407)
C (0.52970, -0.50345, 3.33042)
C (-0.73956, -0.37647, 2.73510)
P (-1.70509, 0.80757, 3.83680)
C (-0.81730, 2.36571, 3.45739)
C (-0.85214, 3.03565, 2.23588)
C (-0.17441, 4.22025, 2.01704)
C (0.58687, 4.76051, 3.04659)
C (0.64895, 4.11245, 4.26920)
C (-0.05229, 2.92962, 4.47506)
C (-3.40483, 1.17712, 3.27014)
C (-4.32254, 0.12458, 3.23187)
C (-5.66568, 0.36419, 2.99168)
C (-6.12969, 1.66644, 2.85946)
C (-5.24055, 2.72326, 2.97162)
C (-3.88744, 2.48300, 3.16860)
H (-3.44832, -3.70556, -0.00739)
H (-3.26395, -4.95548, -2.14671)
H (-1.95269, -3.98478, -4.01904)
H (-0.84162, -1.82930, -3.73630)
H (1.30328, -1.97287, -1.21454)
H (3.28016, -2.74332, -2.46063)
H (3.98822, -1.56895, -4.51515)
H (2.71823, 0.39800, -5.31296)
H (0.75110, 1.17694, -4.08713)
H (-2.79614, -0.24126, -3.78184)
H (-3.76028, 1.33553, -5.39142)
H (-2.98141, 3.68009, -5.46185)
H (-1.23428, 4.44723, -3.88686)
H (-0.27674, 2.88300, -2.24444)
H (-0.39588, -3.01443, 0.59629)
H (1.77894, -3.19209, 1.72863)
H (2.40319, -1.51544, 3.44472)
H (0.78886, 0.16430, 4.14476)
H (-1.52462, 2.67986, 1.43639)
H (-0.23246, 4.71210, 1.05481)
H (1.12323, 5.68760, 2.89602)
H (1.23792, 4.53240, 5.07322)
H (-0.01113, 2.44303, 5.44184)
H (-3.99358, -0.89435, 3.38293)
H (-6.35293, -0.46970, 2.93942)
H (-7.18288, 1.85502, 2.69799)
H (-5.59586, 3.74367, 2.90655)
H (-3.21955, 3.32851, 3.25819)
I (-3.72845, 1.67081, -0.30538)
I (-3.71959, 4.31356, -0.45657)
S (6.08645, 0.03243, -2.12096)
C (4.73348, 0.21305, -1.21685)
S (3.56549, 1.48682, -1.41291)
C (2.56100, 0.77305, -0.20391)
N (3.04665, -0.29493, 0.33154)
N (4.24849, -0.60205, -0.22772)
C (4.92452, -1.76185, 0.27011)
C (4.24610, -2.96919, 0.30078)
C (4.87815, -4.09286, 0.80898)
C (6.18170, -4.00382, 1.27695)
C (6.85020, -2.78881, 1.23782)
C (6.22581, -1.65803, 0.73439)
S (1.19865, 1.68543, 0.41377)
H (3.23382, -3.01928, -0.07514)
H (4.35489, -5.03981, 0.83336)
H (6.67672, -4.88024, 1.67178)
H (7.86536, -2.71664, 1.60318)
H (6.74111, -0.71032, 0.69822)

Values from the calculation:
Charge   +1
Orbital gap   5.55 eV
Calculated total energy   -132785.1432 eV



[7]
C6H12O in the gas phase. Source: the OMol25 dataset; level of theory: the ωB97M-V functional and the def2-TZVPD basis.

Atoms and positions in Å:
C (0.23713, 1.12809, 1.80592)
C (-0.03792, 0.13025, 0.68870)
O (-0.76978, -0.98208, 1.21621)
C (-0.78424, 0.71522, -0.51638)
C (-0.76190, -0.44932, -1.50681)
C (0.67103, -1.01458, -1.35490)
C (1.18945, -0.48996, 0.01077)
H (-0.71334, 1.52813, 2.18260)
H (0.84520, 1.97283, 1.46254)
H (0.74885, 0.63610, 2.63974)
H (-1.69104, -0.70911, 1.31848)
H (-1.78376, 1.08722, -0.25981)
H (-0.21119, 1.56598, -0.90825)
H (-1.49173, -1.19746, -1.18225)
H (-1.00941, -0.16095, -2.53355)
H (1.30881, -0.66036, -2.17177)
H (0.67217, -2.10737, -1.39795)
H (1.95935, 0.27813, -0.13043)
H (1.61885, -1.27536, 0.63865)

Values from the calculation:
Charge   0
Orbital gap   11.18 eV
Calculated total energy   -8464.3054 eV



[8]
C4H5N3O2 in the gas phase at a distorted geometry. Source: the OMol25 dataset; level of theory: the ωB97M-V functional and the def2-TZVPD basis.

Atoms and positions in Å:
C (-1.80223, 0.24441, 1.13182)
C (-0.50489, -0.14951, 0.54213)
N (0.55722, 0.53528, 0.94858)
O (0.69216, 1.25990, 1.92241)
O (1.93952, 0.13826, 0.23191)
C (2.01104, 0.25715, -1.15211)
N (1.23304, -0.29530, -1.97582)
C (0.21097, -1.08240, -1.52784)
N (-0.51712, -0.95095, -0.50853)
H (-2.26491, -0.63480, 1.82054)
H (-2.59394, 0.45017, 0.31107)
H (-1.85614, 1.16353, 1.81414)
H (2.94415, 0.93605, -1.44786)
H (-0.04888, -1.87179, -2.11045)

Values from the calculation:
Charge   0
Orbital gap (spin up / spin down)   7.96 / 7.96 eV
Calculated total energy   -12788.8832 eV



Q: Which value of charge does entry 8 give?
A: 0